{"formula": "C4H10N2O", "method": "wB97M-V/def2-TZVPD", "total_energy_ha": -343.15030, "de_lowest_kcal_mol": 32.1, "homo_lumo_gap_ev": 9.78, "smiles": "CN(C)C(=O)CN", "e_lumo_ha": 0.0302, "e_homo_ev": -8.96, "molar_mass_g_mol": 102.14, "symbols": ["N", "C", "C", "N", "C", "C", "O", "H", "H", "H", "H", "H", "H", "H", "H", "H", "H"], "xyz": [[-1.0931, -1.2877, 1.2343], [-0.3029, -0.1758, 1.7000], [-0.0107, 0.9047, 0.6657], [0.5455, 0.5374, -0.5451], [0.1141, 1.3102, -1.6944], [0.8312, -0.8614, -0.8860], [-0.1657, 2.0737, 0.9590], [-2.0587, -1.2116, 1.5028], [-0.6951, -2.2004, 1.3560], [0.6585, -0.4954, 2.1215], [-0.7503, 0.3624, 2.5402], [0.9151, 1.3743, -2.4305], [-0.7442, 0.8401, -2.1784], [-0.0429, 2.3343, -1.3749], [-0.0621, -1.3169, -1.3215], [1.2425, -1.3450, -0.0030], [1.6188, -0.8429, -1.6454]], "forces_ev_per_angstrom": [[-0.18, 0.37, -0.40], [0.56, 0.20, 0.63], [0.77, -0.09, 0.01], [-0.62, -0.56, -0.12], [0.90, 0.43, -0.08], [0.15, 1.04, -0.04], [-0.44, 0.12, -0.09], [0.01, -0.32, 0.09], [-0.14, -0.07, 0.23], [-0.01, -0.18, -0.24], [-0.21, -0.04, -0.17], [0.12, -0.22, -0.08], [-0.23, 0.20, 0.07], [-0.51, -0.02, 0.00], [0.17, -0.43, 0.32], [-0.30, -0.39, -0.18], [-0.04, -0.05, 0.06]]}